{
  "formula": "C48H79IrN2O4P2S2Te",
  "method": "ωB97M-V/def2-TZVPD",
  "elements": ["Ir", "O", "C", "Te", "C", "C", "C", "C", "S", "H", "H", "H", "S", "C", "N", "C", "C", "C", "N", "H", "H", "H", "H", "O", "P", "C", "C", "C", "C", "C", "C", "C", "C", "C", "C", "C", "C", "C", "C", "C", "C", "C", "C", "H", "H", "H", "H", "H", "H", "H", "H", "H", "H", "H", "H", "H", "H", "H", "H", "H", "H", "H", "H", "H", "H", "H", "H", "H", "H", "H", "H", "H", "H", "H", "H", "H", "O", "P", "C", "C", "C", "C", "C", "C", "C", "C", "C", "C", "C", "C", "C", "C", "C", "C", "C", "C", "H", "H", "H", "H", "H", "H", "H", "H", "H", "H", "H", "H", "H", "H", "H", "H", "H", "H", "H", "H", "H", "H", "H", "H", "H", "H", "H", "H", "H", "H", "H", "H", "H", "C", "O", "C", "C", "H", "H", "H", "H", "H", "H"],
  "positions_angstrom": [[1.427876, -0.664375, -0.888011], [-0.864211, 1.202260, -1.326347], [0.017557, 0.483174, -1.151651], [0.804797, -3.204868, -1.326928], [2.489366, -4.477597, -1.138569], [3.613399, -4.366913, -0.367857], [4.446999, -5.527792, -0.400861], [3.940077, -6.510205, -1.193504], [2.460109, -6.014954, -1.906916], [3.843833, -3.470611, 0.196204], [5.374999, -5.624075, 0.147306], [4.353653, -7.485115, -1.400251], [3.454046, -0.619078, -2.297168], [3.279598, 0.841398, -3.142784], [2.609067, 1.885021, -2.574774], [2.502638, 3.077882, -3.152472], [3.029271, 3.278692, -4.397096], [3.684740, 2.179115, -4.966030], [3.823672, 1.015824, -4.380379], [2.275137, 1.792540, -1.591913], [1.988516, 3.831752, -2.569799], [2.960029, 4.231237, -4.898193], [4.124707, 2.256721, -5.957290], [1.740472, 2.846614, -0.399311], [2.134350, 3.450863, 0.924373], [3.323244, 2.360811, 1.775396], [4.126035, 2.974063, 2.954184], [5.590003, 3.188513, 2.569152], [6.261223, 1.845571, 2.263414], [5.370011, 0.941741, 1.380174], [4.241176, 1.723281, 0.715217], [0.646909, 3.503454, 1.971927], [-0.565164, 3.976489, 1.137652], [-1.753987, 4.204367, 2.066127], [-1.492136, 5.412071, 2.984941], [0.008342, 5.584562, 3.275841], [0.709909, 4.228854, 3.339114], [2.920434, 5.068719, 0.600641], [3.370865, 5.968625, 1.774296], [3.517596, 7.437117, 1.330128], [3.977475, 7.519021, -0.122748], [2.895136, 6.957817, -1.062722], [2.041228, 5.893785, -0.358845], [2.678946, 1.556443, 2.150524], [4.094239, 2.290884, 3.807131], [3.690644, 3.911141, 3.290372], [6.120485, 3.685193, 3.384115], [5.648214, 3.846266, 1.696206], [6.465220, 1.339244, 3.209796], [7.223508, 2.022261, 1.780400], [4.922986, 0.146002, 1.981649], [5.968442, 0.458009, 0.607725], [3.639526, 1.046464, 0.113873], [4.659444, 2.487833, 0.050288], [0.508590, 2.429334, 2.147294], [-0.786885, 3.235931, 0.370911], [-0.340798, 4.910622, 0.616569], [-1.916460, 3.303038, 2.665310], [-2.662000, 4.366647, 1.483844], [-2.036753, 5.288687, 3.923555], [-1.870681, 6.322312, 2.514980], [0.152219, 6.127975, 4.210997], [0.468695, 6.189842, 2.488746], [0.211685, 3.612188, 4.092112], [1.736339, 4.346633, 3.681667], [3.802680, 4.743269, 0.031950], [4.330983, 5.621615, 2.154877], [2.657530, 5.917840, 2.595103], [4.234372, 7.939536, 1.981203], [2.565184, 7.963935, 1.439550], [4.902384, 6.944012, -0.230629], [4.214114, 8.548773, -0.392513], [3.364813, 6.526463, -1.950387], [2.243942, 7.765624, -1.404695], [1.553741, 5.241923, -1.082833], [1.252127, 6.380514, 0.219990], [-1.902014, -2.035832, -0.765861], [-3.161671, -2.852398, -0.711677], [-4.569127, -1.794058, -1.179749], [-5.957683, -2.452581, -1.374647], [-6.257151, -2.688672, -2.852691], [-6.349438, -1.354799, -3.610770], [-5.393087, -0.297869, -3.028016], [-4.160082, -0.953961, -2.413116], [-2.925730, -4.342334, -1.720442], [-2.571330, -4.028518, -3.183465], [-1.816724, -5.227024, -3.782706], [-2.309413, -6.563926, -3.196520], [-3.782229, -6.468028, -2.804204], [-3.980825, -5.463441, -1.651355], [-3.412342, -3.376243, 1.013855], [-4.761849, -4.013263, 1.420198], [-4.603486, -4.889862, 2.674741], [-3.566883, -4.277960, 3.614203], [-2.169263, -4.365013, 2.975316], [-2.237395, -4.270020, 1.440728], [-4.612906, -1.117959, -0.317082], [-6.727236, -1.790482, -0.967094], [-6.031638, -3.386715, -0.822746], [-7.188274, -3.247544, -2.961939], [-5.466573, -3.309720, -3.280703], [-7.374916, -0.980625, -3.565902], [-6.117840, -1.523217, -4.664647], [-5.904293, 0.286105, -2.255943], [-5.090536, 0.402751, -3.807841], [-3.424639, -0.211208, -2.107886], [-3.677637, -1.583148, -3.164266], [-1.990820, -4.696145, -1.265351], [-1.946098, -3.136042, -3.232932], [-3.483445, -3.835749, -3.753759], [-0.750386, -5.109600, -3.583131], [-1.948118, -5.229796, -4.867538], [-1.717131, -6.830922, -2.315973], [-2.167461, -7.363384, -3.925459], [-4.168535, -7.445391, -2.509859], [-4.358987, -6.148915, -3.678215], [-3.893300, -5.987595, -0.696214], [-4.991811, -5.054699, -1.707928], [-3.296821, -2.416601, 1.534393], [-5.172175, -4.618504, 0.612989], [-5.484035, -3.218564, 1.625967], [-4.271602, -5.892982, 2.389072], [-5.567563, -5.001491, 3.173509], [-3.572210, -4.784622, 4.580891], [-3.833500, -3.232810, 3.802323], [-1.699835, -5.310784, 3.254457], [-1.534582, -3.564861, 3.367078], [-2.365971, -5.268533, 1.012576], [-1.301853, -3.873996, 1.040096], [1.781361, -2.296218, 2.470805], [2.128780, -1.278968, 1.523372], [1.160823, -0.540269, 0.926940], [-0.142967, -0.440059, 1.653653], [1.198274, -1.896413, 3.298688], [2.722634, -2.688960, 2.841615], [1.224354, -3.085930, 1.962262], [-0.025827, -0.259337, 2.728417], [-0.677546, -1.382792, 1.498041], [-0.749971, 0.355705, 1.228037]],
  "atomic_forces_ev_per_a": [[0.0, -0.3, -0.4], [-0.1, -0.1, -0.1], [0.1, 0.1, 0.1], [-0.1, -0.1, 0.2], [0.2, 0.1, -0.2], [0.1, 0.0, 0.0], [-0.1, 0.1, 0.0], [0.0, 0.0, 0.0], [0.0, 0.0, 0.0], [0.0, 0.0, 0.0], [0.0, 0.0, 0.0], [0.0, 0.0, 0.0], [0.1, -0.2, -0.3], [0.2, 0.5, -0.2], [0.5, -0.4, -0.1], [-0.1, 0.3, -0.2], [0.0, 0.1, 0.0], [0.0, 0.0, -0.1], [-0.1, -0.4, 0.6], [-0.2, 0.1, -0.2], [0.0, -0.1, 0.0], [0.0, 0.0, 0.0], [0.0, 0.0, 0.0], [0.0, 0.6, 0.6], [0.0, -0.4, -0.1], [0.0, 0.1, 0.0], [0.1, -0.1, -0.2], [-0.1, -0.2, 0.1], [-0.1, 0.0, -0.1], [0.0, 0.2, 0.0], [0.0, 0.0, 0.2], [-0.1, 0.2, -0.1], [0.0, -0.1, 0.1], [0.1, 0.1, 0.0], [0.1, 0.0, 0.0], [-0.1, -0.1, 0.0], [0.0, 0.0, -0.1], [-0.2, 0.1, 0.0], [0.0, 0.1, -0.1], [0.1, -0.1, -0.1], [-0.1, 0.0, 0.0], [0.0, 0.0, 0.1], [0.2, 0.0, 0.0], [0.0, 0.0, 0.0], [0.0, 0.0, 0.0], [0.0, 0.0, 0.1], [0.0, 0.1, 0.0], [0.0, 0.0, 0.0], [0.1, 0.0, 0.0], [0.0, 0.0, 0.0], [0.0, 0.0, 0.0], [0.0, -0.1, 0.0], [0.0, 0.0, -0.2], [0.0, 0.0, 0.0], [0.0, 0.0, 0.0], [0.0, 0.0, 0.0], [0.0, 0.0, 0.0], [0.0, 0.0, 0.0], [0.0, 0.0, 0.0], [0.0, 0.0, 0.0], [0.0, 0.0, 0.0], [0.0, 0.0, 0.0], [0.0, 0.0, 0.0], [0.0, 0.0, 0.0], [0.0, 0.0, 0.1], [0.0, 0.1, 0.0], [0.0, 0.0, 0.0], [0.0, 0.0, 0.0], [-0.1, 0.0, 0.0], [0.0, 0.0, 0.0], [0.0, 0.0, 0.0], [0.0, 0.0, 0.0], [0.0, 0.0, 0.0], [0.0, 0.0, 0.0], [-0.1, 0.1, 0.0], [0.0, 0.0, 0.0], [-0.4, 0.1, 0.0], [0.6, 0.4, 0.1], [-0.1, -0.1, -0.2], [0.1, 0.0, -0.1], [0.0, 0.1, 0.0], [0.0, 0.0, 0.1], [0.0, -0.1, 0.0], [-0.1, 0.1, 0.1], [-0.2, 0.0, -0.1], [0.1, -0.1, 0.1], [-0.1, -0.1, 0.1], [-0.1, 0.1, -0.1], [0.1, 0.0, 0.0], [0.1, 0.0, -0.1], [-0.1, -0.2, 0.0], [0.1, 0.0, 0.1], [0.1, 0.1, 0.0], [0.0, -0.1, -0.1], [-0.1, 0.0, 0.0], [0.0, 0.1, 0.1], [-0.1, 0.0, 0.0], [0.0, 0.0, 0.0], [-0.1, 0.0, 0.0], [0.0, 0.0, 0.0], [0.0, 0.0, 0.0], [0.0, 0.0, 0.0], [0.0, 0.0, 0.0], [0.0, 0.0, 0.0], [0.0, 0.0, 0.0], [0.1, 0.0, 0.0], [0.0, 0.0, 0.0], [0.0, -0.1, 0.0], [0.0, 0.0, 0.0], [0.0, 0.0, 0.0], [0.0, 0.0, 0.0], [0.0, 0.0, 0.0], [0.0, 0.0, 0.0], [0.1, 0.0, 0.0], [0.0, 0.0, 0.0], [0.0, 0.0, 0.0], [0.0, 0.0, 0.0], [0.0, 0.0, 0.0], [0.0, 0.0, 0.0], [0.0, 0.0, 0.0], [0.0, 0.0, -0.1], [0.0, 0.0, 0.0], [0.0, 0.0, 0.0], [0.0, 0.0, 0.0], [0.0, 0.0, 0.0], [0.0, 0.0, 0.0], [0.0, 0.0, 0.0], [0.0, 0.0, 0.0], [0.0, -0.1, 0.0], [-0.1, 0.0, -0.2], [0.6, 0.6, 0.7], [-0.9, -1.4, -0.3], [0.1, 0.8, 0.5], [0.0, 0.0, 0.0], [0.0, 0.0, 0.0], [0.0, 0.0, 0.0], [0.0, 0.0, 0.0], [0.0, 0.0, 0.0], [-0.1, -0.1, 0.0]],
  "de_lowest_ev": 0.000,
  "energy_ev": -112611.210
}